Record 1
Below is a 2-piece molecular cluster, C5H8N overall at a distorted geometry, with properties calculated with ωB97M-V/def2-TZVPD.

Calculated values
Net charge: +1
Energy above the lowest of the compared OMol25 structures with the same formula, charge and spin in kcal per mole: 143.6
Frontier orbital gap in eV: 10.17

Last column: Löwdin charge in e.
Geometry (Å):
C  2.255  -0.441  -0.437  -0.033
C  2.092  0.278  0.605  0.071
C  -0.009  0.823  1.043  0.193
C  -2.171  0.277  -0.163  -0.004
C  -1.303  -0.787  -0.553  -0.038
N  -0.805  0.198  0.343  -0.082
H  3.212  -0.658  -0.932  0.102
H  1.624  -0.616  -1.256  0.046
H  2.776  0.626  1.390  0.084
H  -0.358  1.492  1.749  0.088
H  -2.309  1.145  -0.819  0.154
H  -2.781  0.270  0.690  0.125
H  -1.363  -1.800  -0.121  0.161
H  -0.859  -0.806  -1.538  0.133

Record 2
Below is BrH4NV as an isolated structure at a distorted geometry, with properties calculated with ωB97M-V/def2-TZVPD.

Calculated values
Net charge: +3
Energy above the lowest of the compared OMol25 structures with the same formula, charge and spin in kcal per mole: 57.6
Frontier orbital gap in eV: 4.02

Last column: Löwdin charge in e.
Geometry (Å):
N  15.340  -4.481  4.235  0.354
H  14.847  -4.705  5.088  0.167
H  14.575  -4.654  3.598  0.155
H  16.039  -5.154  3.954  0.170
H  15.625  -3.517  4.327  0.154
V  13.162  -0.030  -0.886  1.651
Br  15.474  0.022  2.002  0.350

Record 3
Below is a single C9H11N2O2P molecule at a distorted geometry, with properties calculated with ωB97M-V/def2-TZVPD.

Calculated values
Energy above the lowest of the compared OMol25 structures with the same formula, charge and spin in kcal per mole: 29.2
Frontier orbital gap in eV: 8.43

Last column: Löwdin charge in e.
Geometry (Å):
C  1.742  -2.273  1.211  -0.076
C  0.594  -2.269  1.944  -0.053
C  2.204  -1.175  0.442  0.012
C  -0.244  -1.151  1.788  0.001
C  1.379  -0.095  0.417  -0.169
C  0.096  -0.152  0.888  -0.297
C  1.811  1.135  -0.340  -0.288
C  -1.623  1.459  1.514  -0.068
C  -0.242  0.621  -3.506  -0.182
N  -0.901  0.714  0.559  -0.209
N  -0.292  0.379  -2.087  -0.181
O  2.618  1.177  -1.222  0.093
O  -1.063  2.812  -1.009  -0.302
P  -0.647  1.375  -0.979  0.705
H  2.464  -3.105  1.196  0.111
H  0.132  -3.015  2.609  0.119
H  3.100  -1.220  -0.119  0.115
H  -1.242  -1.152  1.991  0.083
H  -2.041  0.724  2.173  0.081
H  -0.882  2.051  2.089  0.115
H  -2.285  2.140  1.031  0.079
H  -1.067  -0.006  -3.915  0.083
H  -0.504  1.590  -3.884  0.066
H  0.569  0.167  -4.016  0.058
H  1.276  1.983  0.070  0.105

Record 4
Below is a single C3H5NO2 molecule, with properties calculated with ωB97M-V/def2-TZVPD.

Calculated values
Structure (SMILES): NC(=O)CC=O
Energy above the lowest of the compared OMol25 structures with the same formula, charge and spin in kcal per mole: 9.6
Frontier orbital gap in eV: 10.71

Last column: Löwdin charge in e.
Geometry (Å):
N  -1.794  -0.375  -0.042  0.164
C  -0.741  0.484  -0.087  -0.553
O  -0.829  1.629  -0.490  0.051
C  0.584  -0.081  0.409  -0.071
C  1.647  0.081  -0.660  -0.246
O  2.369  -0.818  -1.017  0.057
H  -1.682  -1.350  0.177  0.102
H  -2.674  -0.062  -0.425  0.113
H  0.540  -1.130  0.714  0.116
H  0.881  0.530  1.271  0.136
H  1.713  1.095  -1.097  0.131

Record 5
Below is a 2-piece molecular cluster, C4H13N2O overall at a distorted geometry, with properties calculated with ωB97M-V/def2-TZVPD.

Calculated values
Net charge: +1
Energy above the lowest of the compared OMol25 structures with the same formula, charge and spin in kcal per mole: 74.6
Frontier orbital gap in eV: 10.85

Last column: Löwdin charge in e.
Geometry (Å):
C  -1.581  -1.707  1.244  -0.121
C  -1.352  -1.043  -0.131  -0.247
C  0.171  -0.822  -0.251  -0.168
N  2.657  0.746  -0.369  0.162
C  1.590  1.180  0.385  -0.066
N  0.380  0.553  0.322  0.032
H  -2.593  -2.191  1.264  0.082
H  -0.933  -2.659  1.484  0.117
H  -1.524  -0.854  1.957  0.079
H  -1.929  -0.130  -0.166  0.086
H  -1.764  -1.728  -1.018  0.158
H  0.549  -0.989  -1.256  0.117
H  0.745  -1.623  0.143  0.107
H  3.475  1.180  -0.031  0.090
H  2.915  -0.209  -0.759  0.165
H  1.861  2.126  0.894  0.171
H  -0.362  1.194  0.548  0.124
H  -1.194  1.779  -1.711  0.153
H  -0.687  2.995  -1.402  -0.025
O  -0.423  2.202  -1.149  -0.018

Record 6
Below is a 2-piece molecular cluster, ClHNO2P overall at a distorted geometry, with properties calculated with ωB97M-V/def2-TZVPD.

Calculated values
Structure (SMILES): O=PCl.N=O
Energy above the lowest of the compared OMol25 structures with the same formula, charge and spin in kcal per mole: 13.4
Frontier orbital gap in eV: 7.70

Last column: Löwdin charge in e.
Geometry (Å):
O  -1.810  -0.650  -0.925  -0.567
P  -3.201  -0.793  -0.608  0.447
Cl  -3.858  0.631  0.632  0.180
N  -0.506  -0.445  0.671  -0.102
O  0.142  -1.456  0.710  -0.084
H  0.050  0.464  0.143  0.126

Record 7
Below is a 2-piece molecular cluster, CH4IN2O overall at a distorted geometry, with properties calculated with ωB97M-V/def2-TZVPD.

Calculated values
Net charge: +1
Energy above the lowest of the compared OMol25 structures with the same formula, charge and spin in kcal per mole: 82.1
Frontier orbital gap (alpha / beta) in eV: 8.56 / 8.56

Last column: Löwdin charge in e.
Geometry (Å):
C  0.630  -0.201  -0.139  -0.676
N  1.215  -0.382  -1.271  0.099
N  -1.327  0.844  0.225  0.063
O  -1.615  0.237  1.329  -0.139
I  1.157  -0.319  1.772  1.190
H  0.578  -0.350  -2.144  0.193
H  2.054  -0.871  -1.381  0.103
H  -0.636  1.584  0.486  0.074
H  -2.056  -0.542  1.124  0.092

Record 8
Below is a 2-piece molecular cluster, C2H11N2 overall at a distorted geometry, with properties calculated with ωB97M-V/def2-TZVPD.

Calculated values
Net charge: +1
Energy above the lowest of the compared OMol25 structures with the same formula, charge and spin in kcal per mole: 53.4
Frontier orbital gap in eV: 12.20

Last column: Löwdin charge in e.
Geometry (Å):
N  1.611  1.705  -0.673  0.008
H  1.507  2.428  0.193  0.131
H  0.370  0.201  -0.414  0.119
H  1.643  2.245  -1.616  0.097
H  2.490  1.434  -0.706  -0.060
C  -0.009  -1.509  0.900  -0.042
N  -0.370  -0.592  -0.268  -0.049
C  -1.692  0.117  -0.039  -0.003
H  1.036  -1.286  1.296  0.114
H  -0.775  -1.756  1.613  0.089
H  0.517  -2.513  0.721  0.117
H  -0.276  -1.277  -1.027  0.172
H  -2.472  -0.609  -0.077  0.088
H  -1.721  0.894  -0.849  0.120
H  -1.859  0.517  0.945  0.098